# 1
DFT (wB97M-V/def2-TZVPD) results for a molecular structure, C27H21AuNO6PS.

Output
highest occupied orbital energy (spin up / spin down)	-0.29552 / -0.29841	Eh
max |F|	0.4	eV/A
spin multiplicity	3
charge	0

Atoms and positions in Å:
1 Au -0.4359 0.7295 -1.9500
2 O 3.5638 1.1036 -1.2598
3 C 2.4887 1.5361 -1.6449
4 O 1.6575 0.8423 -2.3385
5 C 2.1963 3.0114 -1.3536
6 C 3.3079 3.7488 -0.9601
7 C 3.2357 5.1011 -0.6722
8 C 2.0195 5.7668 -0.7547
9 C 0.8960 5.0632 -1.1264
10 C 0.9595 3.6896 -1.4352
11 S -0.5870 3.0286 -1.8243
12 H 4.2456 3.2163 -0.8858
13 H 4.1310 5.6352 -0.3840
14 H 1.9499 6.8211 -0.5268
15 H -0.0627 5.5600 -1.1811
16 O -2.6994 0.5114 -2.2484
17 C -3.2849 -0.5717 -2.1846
18 C -2.7291 -1.8926 -2.0878
19 C -3.6703 -2.9304 -1.9331
20 C -3.2591 -4.2306 -1.8580
21 C -1.8972 -4.5692 -1.9631
22 C -0.9689 -3.5891 -2.1274
23 C -1.3308 -2.2043 -2.1830
24 O -0.3903 -1.3590 -2.3287
25 N -4.2488 -5.2847 -1.6704
26 O -5.4194 -4.9562 -1.6013
27 O -3.8502 -6.4338 -1.6361
28 H -4.3854 -0.5368 -2.2054
29 H -4.7251 -2.7011 -1.8694
30 H -1.6084 -5.6092 -1.9105
31 H 0.0839 -3.8173 -2.2048
32 C -2.0864 -0.0479 1.2960
33 P -0.3932 0.3061 0.7214
34 C 0.4811 -1.2798 0.8225
35 C 1.8182 -1.3136 0.4215
36 C 2.5146 -2.5091 0.4212
37 C 1.8835 -3.6846 0.8074
38 C 0.5523 -3.6607 1.1924
39 C -0.1486 -2.4634 1.1987
40 C 0.3219 1.3227 2.0410
41 C 0.9606 0.7518 3.1397
42 C 1.4853 1.5582 4.1343
43 C 1.3790 2.9395 4.0424
44 C 0.7434 3.5155 2.9531
45 C 0.2210 2.7085 1.9539
46 H -2.0920 -0.4631 2.3050
47 H -2.5705 -0.7434 0.6114
48 H -2.6531 0.8841 1.2937
49 H 2.3239 -0.4171 0.0803
50 H 3.5473 -2.5201 0.1006
51 H 2.4294 -4.6188 0.8039
52 H 0.0524 -4.5752 1.4829
53 H -1.1874 -2.4699 1.4984
54 H 1.0628 -0.3242 3.2086
55 H 1.9843 1.1087 4.9820
56 H 1.7955 3.5658 4.8195
57 H 0.6623 4.5911 2.8733
58 H -0.2699 3.1599 1.1040

=====

# 2
DFT (wB97M-V/def2-TZVPD) results for a molecular structure, C27H21BrGdN6O4S2 in a non-equilibrium geometry.

Output
energy relative to the best compared isomer or geometry (same formula, charge and spin)	18.3	kcal per mole
highest occupied orbital energy (spin up / spin down)	-0.36839 / -0.36422	Eh
max |F|	5.4	eV/A
spin multiplicity	8
charge	+1

Atoms and positions in Å:
1 Gd 0.7944 0.0277 0.8869
2 C -3.0883 -4.2174 2.5565
3 C -2.9712 -4.4225 1.1765
4 C -2.2536 -3.5065 0.4270
5 C -1.6055 -2.4130 1.0155
6 C -1.8455 -2.1790 2.4022
7 C -2.5818 -3.0679 3.1461
8 N -0.6400 -1.7305 0.2736
9 N -0.7294 -1.9670 -1.0494
10 C 0.2861 -1.4658 -1.7614
11 C 0.3823 -1.8959 -3.0958
12 C 1.6000 -1.8012 -3.6878
13 C 2.6797 -1.2230 -3.0006
14 C 2.4155 -0.5994 -1.8045
15 N 1.2448 -0.7014 -1.2156
16 H -3.5155 -4.9800 3.1871
17 H -3.4680 -5.2765 0.7242
18 H -2.1448 -3.6349 -0.6747
19 H -1.3707 -1.3246 2.8944
20 H -2.8206 -2.8641 4.2010
21 H -0.4301 -2.3446 -3.6322
22 H 1.7817 -2.2028 -4.6861
23 H 3.6341 -1.2994 -3.4350
24 H 3.1712 -0.0507 -1.2557
25 Br 3.8788 2.7275 1.5972
26 C 4.5790 0.9523 1.4703
27 C 5.9608 0.6753 1.5475
28 C 6.2921 -0.5978 1.9444
29 C 5.2528 -1.4916 2.3001
30 C 3.9220 -1.0841 2.1830
31 N 3.6269 0.0480 1.5233
32 C 2.6961 -1.6902 2.8839
33 O 2.7372 -2.4396 3.8682
34 O 1.5428 -1.3889 2.2648
35 H 6.7098 1.4399 1.4249
36 H 7.3454 -0.8657 2.0647
37 H 5.4418 -2.5037 2.7066
38 O -3.6593 3.3986 -1.0904
39 C -4.2238 2.4459 -0.2971
40 C -5.6361 2.4538 -0.2517
41 C -6.2648 1.7111 0.7297
42 C -5.5141 1.1240 1.7903
43 C -4.1161 1.1207 1.7286
44 C -3.4531 1.6657 0.5995
45 C -1.9731 1.4963 0.4544
46 O -1.2779 0.9508 1.3698
47 N -1.4511 1.9719 -0.6858
48 N -0.1079 2.0570 -0.5925
49 C 0.4637 2.8625 -1.5316
50 S 2.1504 3.1169 -1.4305
51 C 2.5570 3.6985 -3.1421
52 C 1.2474 3.6581 -3.9554
53 S -0.2423 3.6363 -2.9346
54 H -2.6889 3.0709 -1.2117
55 H -6.1677 3.0393 -0.9818
56 H -7.3437 1.6114 0.7522
57 H -6.0774 0.7302 2.5951
58 H -3.5506 0.6057 2.5070
59 H 3.2946 3.0073 -3.5806
60 H 3.0743 4.6707 -3.0337
61 H 1.2729 2.7539 -4.5735
62 H 1.1776 4.5019 -4.6049

=====

# 3
DFT (wB97M-V/def2-TZVPD) results for a molecular structure, C27H21FN3O5Pd.

Output
highest occupied orbital energy	-0.42510	Eh
max |F|	0.7	eV/A
spin multiplicity	1
charge	+1

Atoms and positions in Å:
1 Pd -0.7093 -1.5133 0.2124
2 O -0.9011 -3.9060 -7.1741
3 C -1.4251 -4.7383 -6.2555
4 O -1.9014 -5.7841 -6.5847
5 C -1.3684 -4.3080 -4.8126
6 C -1.1467 -3.0093 -4.3916
7 C -1.1265 -2.6924 -3.0378
8 C -1.3278 -3.6814 -2.0935
9 C -1.5461 -4.9986 -2.5150
10 C -1.5730 -5.2998 -3.8573
11 N -1.2960 -3.3109 -0.6930
12 C -1.6777 -4.1555 0.1846
13 C -1.6164 -3.8044 1.6018
14 C -1.9946 -4.6526 2.6170
15 C -1.8781 -4.2091 3.9298
16 C -1.3877 -2.9398 4.1665
17 C -1.0285 -2.1391 3.0897
18 N -1.1462 -2.5713 1.8394
19 H -0.4731 -3.1451 -6.7631
20 H -1.0081 -2.1949 -5.0931
21 H -0.9530 -1.6742 -2.7266
22 H -1.6745 -5.8184 -1.8230
23 H -1.7469 -6.3137 -4.1915
24 H -2.0569 -5.1323 -0.0891
25 H -2.3713 -5.6390 2.3814
26 H -2.1660 -4.8488 4.7528
27 H -1.2791 -2.5600 5.1724
28 H -0.6336 -1.1408 3.2068
29 C 3.0566 4.7091 -1.2916
30 C 2.0970 4.9216 -0.1312
31 C 2.8016 5.5268 1.0683
32 C 1.8202 5.7605 2.2023
33 C 1.1295 4.4732 2.5604
34 C 0.6529 4.2556 3.8291
35 C 0.0183 3.0566 4.1461
36 F -0.4392 2.8899 5.3936
37 C -0.1415 2.0624 3.2322
38 C 0.3423 2.2536 1.9286
39 C 0.1753 1.2017 0.9402
40 O -0.3185 0.0943 1.3445
41 C 0.5928 1.4889 -0.3635
42 C 1.2173 2.6889 -0.6157
43 N 1.4372 3.6398 0.2851
44 C 0.9729 3.4589 1.5900
45 C 0.3778 0.5989 -1.5534
46 O 0.8740 0.8883 -2.6215
47 O -0.4282 -0.4131 -1.3980
48 H 3.6335 5.6233 -1.4262
49 H 2.5541 4.5063 -2.2359
50 H 3.7535 3.8959 -1.0796
51 H 1.2938 5.5956 -0.4411
52 H 3.2607 6.4639 0.7565
53 H 3.6045 4.8563 1.3901
54 H 1.0757 6.5012 1.8938
55 H 2.3220 6.1640 3.0809
56 H 0.7654 5.0134 4.5946
57 H -0.6426 1.1442 3.4951
58 H 1.5545 2.8612 -1.6267

=====

# 4
DFT (wB97M-V/def2-TZVPD) results for a molecular structure, C27H21MgN4 in a non-equilibrium geometry.

Output
energy relative to the best compared isomer or geometry (same formula, charge and spin)	6.1	kcal per mole
highest occupied orbital energy	-0.38783	Eh
max |F|	4.5	eV/A
spin multiplicity	1
charge	+1

Atoms and positions in Å:
1 Mg 0.3726 0.2671 -0.0197
2 C 0.1322 4.9125 -0.9846
3 C 0.9396 4.9018 -2.1256
4 C 1.3855 3.7062 -2.6699
5 C 0.9530 2.5033 -2.1411
6 N 0.2484 2.4495 -0.9687
7 C -0.1194 3.5816 -0.4502
8 C 1.2256 1.1738 -2.7897
9 C 1.3242 0.9855 -4.1366
10 C 1.3908 -0.3196 -4.6496
11 C 1.4149 -1.3416 -3.7878
12 C 1.4356 -1.0955 -2.3974
13 N 1.2418 0.1323 -1.9305
14 C 1.4092 -2.2189 -1.3941
15 C 1.6506 -3.5146 -1.6467
16 C 1.3786 -4.4065 -0.6020
17 C 1.1956 -3.9869 0.7008
18 C 1.1877 -2.6167 0.8724
19 N 1.2817 -1.7209 -0.0824
20 H -0.2530 5.7529 -0.4615
21 H 1.1987 5.8142 -2.6586
22 H 1.9413 3.6933 -3.5938
23 H -0.8290 3.4996 0.3857
24 H 1.2727 1.8521 -4.8141
25 H 1.3770 -0.5007 -5.7157
26 H 1.5790 -2.3548 -4.1266
27 H 1.8575 -3.9221 -2.6310
28 H 1.5374 -5.4730 -0.8103
29 H 1.0239 -4.7268 1.4692
30 H 1.1380 -2.2153 1.8606
31 N -1.7477 -0.2504 -0.0844
32 C -1.7733 -1.2364 0.9998
33 C -1.9581 -2.6445 0.7263
34 C -1.9632 -3.5832 1.7392
35 C -1.8801 -3.1405 3.0440
36 C -1.5651 -1.8246 3.3159
37 C -1.4648 -0.8490 2.2877
38 C -1.0015 0.5115 2.6268
39 C -1.5759 1.2125 3.6748
40 C -1.3891 2.5076 3.9428
41 C -0.3943 3.1265 3.1505
42 C 0.3512 2.4028 2.2568
43 C 0.0617 1.0921 1.9014
44 H -2.1703 -0.6091 -0.9208
45 H -2.2268 0.6330 0.2185
46 H -2.2112 -3.0058 -0.2997
47 H -2.2623 -4.6188 1.5383
48 H -1.9540 -3.8584 3.8743
49 H -1.3032 -1.5288 4.2902
50 H -2.3595 0.6329 4.2407
51 H -2.0203 3.0296 4.6519
52 H -0.1667 4.2087 3.3928
53 H 1.0827 2.9804 1.7318

=====

# 5
DFT (wB97M-V/def2-TZVPD) results for a molecular structure, C27H21N4O2PtS2.

Output
energy relative to the best compared isomer or geometry (same formula, charge and spin)	39.1	kcal per mole
highest occupied orbital energy (spin up / spin down)	-0.51978 / -0.51971	Eh
max |F|	0.6	eV/A
spin multiplicity	2
charge	+2

Atoms and positions in Å:
1 Pt -1.2016 0.6321 -0.1771
2 O -1.4067 2.5659 -0.1783
3 N -2.6210 3.0914 -0.4929
4 C -2.7004 4.4382 -0.4251
5 C -3.8834 5.0524 -0.7230
6 C -4.9861 4.2713 -1.0812
7 C -4.8686 2.9021 -1.1382
8 C -3.6434 2.3020 -0.8454
9 S -3.3641 0.5943 -0.9569
10 H -1.7929 4.9389 -0.1236
11 H -3.9454 6.1289 -0.6678
12 H -5.9329 4.7415 -1.3084
13 H -5.7021 2.2701 -1.4091
14 O -1.6210 -0.7823 2.8060
15 S -2.0464 -1.0895 1.4486
16 C -3.1719 -2.4656 1.4149
17 C -4.2169 -2.5279 0.5052
18 C -5.0278 -3.6535 0.5253
19 C -4.7934 -4.6630 1.4481
20 C -3.7506 -4.5649 2.3629
21 C -2.9219 -3.4568 2.3607
22 C -0.6454 -1.6355 0.4893
23 C 0.5790 -1.8315 1.1523
24 C 1.6452 -2.2862 0.4170
25 C 1.5179 -2.5058 -0.9659
26 C 0.3222 -2.2901 -1.6172
27 C -0.7953 -1.8658 -0.8886
28 H -4.4151 -1.7218 -0.1848
29 H -5.8526 -3.7312 -0.1692
30 H -5.4374 -5.5318 1.4654
31 H -3.5849 -5.3510 3.0866
32 H -2.1189 -3.3567 3.0787
33 H 0.6504 -1.6419 2.2153
34 H 2.5878 -2.4907 0.9079
35 H 2.3691 -2.8765 -1.5227
36 H 0.2261 -2.4962 -2.6744
37 H -1.7715 -1.8306 -1.3577
38 N 9.2703 1.0151 -2.3139
39 C 8.2042 1.0322 -1.8895
40 C 6.8658 1.0600 -1.3604
41 C 5.8094 0.5722 -2.1231
42 C 4.5219 0.5988 -1.6181
43 C 4.2946 1.1198 -0.3522
44 C 5.3396 1.6099 0.4136
45 C 6.6286 1.5772 -0.0923
46 N 2.9531 1.1497 0.1781
47 C 2.5880 1.4347 1.4789
48 C 1.2369 1.3579 1.5326
49 N 0.7739 1.0249 0.2761
50 C 1.8287 0.9096 -0.5109
51 H 5.9986 0.1697 -3.1082
52 H 3.7188 0.2088 -2.2270
53 H 5.1753 2.0361 1.3918
54 H 7.4509 1.9579 0.4968
55 H 3.2994 1.6568 2.2513
56 H 0.5743 1.5220 2.3646
57 H 1.7894 0.7043 -1.5650

=====

# 6
DFT (wB97M-V/def2-TZVPD) results for a molecular structure, C27H22CoN6O2S2.

Output
highest occupied orbital energy (spin up / spin down)	-0.24022 / -0.28528	Eh
max |F|	0.4	eV/A
spin multiplicity	4
charge	0

Atoms and positions in Å:
1 Co 0.0811 1.5001 -0.0698
2 C -1.6838 -2.4888 -3.2883
3 C -1.0569 -1.3222 -3.7053
4 C -1.0332 -0.2088 -2.8824
5 C -1.6654 -0.2550 -1.6429
6 C -2.2928 -1.4258 -1.2197
7 C -2.2960 -2.5392 -2.0433
8 N -1.5525 0.8514 -0.7787
9 C -2.6691 1.3533 -0.1463
10 C -4.0009 1.0559 -0.4521
11 C -5.0165 1.6531 0.2775
12 C -4.7174 2.5453 1.3047
13 C -3.4031 2.8741 1.6187
14 C -2.3833 2.2870 0.8891
15 N -1.0300 2.4863 1.0483
16 N -0.5580 3.2832 1.9901
17 C 0.8036 3.2519 1.9360
18 C 1.5793 4.0018 2.8372
19 C 2.9454 3.9234 2.7597
20 C 3.5457 3.1088 1.7900
21 C 2.7340 2.4057 0.9315
22 N 1.3978 2.4698 0.9947
23 H -1.6793 -3.3624 -3.9261
24 H -0.5633 -1.2845 -4.6673
25 H -0.5154 0.6925 -3.1781
26 H -2.7364 -1.4672 -0.2333
27 H -2.7643 -3.4536 -1.7041
28 H -4.2314 0.3792 -1.2624
29 H -6.0473 1.4289 0.0411
30 H -5.5243 2.9995 1.8655
31 H -3.1576 3.5699 2.4073
32 H 1.0729 4.6150 3.5677
33 H 3.5587 4.4908 3.4477
34 H 4.6188 3.0261 1.7053
35 H 3.1268 1.7613 0.1556
36 O 2.3785 -3.3960 -0.6527
37 C 2.7072 -2.7134 -1.7619
38 C 3.4284 -3.3942 -2.7451
39 C 3.7906 -2.7573 -3.9132
40 C 3.4452 -1.4257 -4.1341
41 C 2.7344 -0.7503 -3.1627
42 C 2.3556 -1.3690 -1.9695
43 C 1.5711 -0.5880 -0.9823
44 O 1.2947 0.6312 -1.2707
45 N 1.2033 -1.2074 0.1156
46 N 0.4197 -0.4023 0.9381
47 C 0.1336 -0.9146 2.0642
48 S 0.6449 -2.5201 2.5689
49 C 0.0139 -2.3492 4.2578
50 C -1.2287 -1.4782 4.2142
51 S -0.8340 -0.0155 3.2278
52 H 1.8567 -2.7839 -0.0809
53 H 3.6869 -4.4279 -2.5599
54 H 4.3495 -3.3035 -4.6631
55 H 3.7297 -0.9283 -5.0508
56 H 2.4513 0.2838 -3.3028
57 H 0.7773 -1.8988 4.8916
58 H -0.2143 -3.3482 4.6286
59 H -1.5154 -1.1357 5.2080
60 H -2.0659 -2.0139 3.7669

=====

# 7
DFT (wB97M-V/def2-TZVPD) results for a molecular structure, C27H22N11P2SZr in a non-equilibrium geometry.

Output
energy relative to the best compared isomer or geometry (same formula, charge and spin)	46.4	kcal per mole
highest occupied orbital energy	-0.42903	Eh
max |F|	2.8	eV/A
spin multiplicity	1
charge	+1

Atoms and positions in Å:
1 Zr -1.9150 0.8170 -0.0558
2 N -4.5654 1.9212 2.0056
3 C -3.4829 2.7214 1.6851
4 N -3.4388 4.0160 1.4467
5 N -2.2057 4.2616 1.0461
6 N -1.4933 3.2042 1.0379
7 N -2.2437 2.1578 1.4891
8 C -4.2287 0.5973 1.8207
9 N -3.9850 -0.3398 2.7284
10 N -3.3120 -1.2719 2.1028
11 N -3.1377 -0.9635 0.8602
12 N -3.7747 0.2093 0.6029
13 H -5.1676 2.1796 2.7730
14 N 1.3823 0.6084 -1.0122
15 P 0.2677 0.4457 -2.3692
16 C 1.2613 -0.7911 -3.2894
17 C 2.6140 -0.9906 -3.0410
18 C 3.3126 -1.9547 -3.7433
19 C 2.6731 -2.7243 -4.6976
20 C 1.3388 -2.4907 -4.9871
21 C 0.6331 -1.5261 -4.2927
22 C -0.9111 -0.8294 -1.6678
23 C -2.2373 -0.7716 -2.1541
24 C -3.1265 -1.8108 -1.8976
25 C -2.7165 -2.8998 -1.1393
26 C -1.4127 -2.9732 -0.6684
27 C -0.5088 -1.9580 -0.9416
28 P 0.6395 1.0599 0.4632
29 C 0.8414 -0.4920 1.4209
30 C -0.1755 -0.8121 2.3198
31 C -0.0871 -1.9716 3.0740
32 C 1.0199 -2.7967 2.9413
33 C 2.0445 -2.4651 2.0669
34 C 1.9584 -1.3136 1.3049
35 C 1.8497 2.0593 1.3661
36 C 1.3674 2.6029 2.5549
37 C 2.2176 3.3135 3.3778
38 C 3.5472 3.4749 3.0173
39 C 4.0257 2.9275 1.8380
40 C 3.1821 2.2111 1.0055
41 H 2.1189 1.2638 -1.2818
42 H 3.1360 -0.4053 -2.3021
43 H 4.3630 -2.1046 -3.5550
44 H 3.2095 -3.5043 -5.2138
45 H 0.8523 -3.0611 -5.7634
46 H -0.4083 -1.3410 -4.5260
47 H -2.5337 0.0371 -2.8257
48 H -4.1276 -1.7756 -2.3070
49 H -3.4076 -3.7009 -0.9296
50 H -1.0855 -3.8419 -0.1184
51 H 0.5322 -2.0798 -0.6739
52 H -1.0101 -0.1127 2.4669
53 H -0.8765 -2.2293 3.7610
54 H 1.0905 -3.6961 3.5329
55 H 2.9120 -3.1014 1.9855
56 H 2.7430 -1.0468 0.6108
57 H 0.3244 2.4638 2.8139
58 H 1.8486 3.7416 4.2959
59 H 4.2151 4.0273 3.6602
60 H 5.0619 3.0556 1.5631
61 H 3.5758 1.7772 0.0965
62 S -0.5141 3.9377 -2.3004
63 C -1.6276 2.9423 -1.8430
64 N -2.4429 2.1122 -1.5385

=====

# 8
DFT (wB97M-V/def2-TZVPD) results for 2 unconnected molecules or ions with the total composition C27H22N2O4 in a non-equilibrium geometry.

Output
energy relative to the best compared isomer or geometry (same formula, charge and spin)	248.9	kcal per mole
highest occupied orbital energy	-0.22950	Eh
max |F|	2.6	eV/A
spin multiplicity	1
charge	0

Atoms and positions in Å:
1 C -4.9123 -0.6277 3.6233
2 C -3.4763 -0.2176 3.5369
3 C -3.1330 1.1353 3.4214
4 C -1.8131 1.5083 3.2635
5 C -0.7476 0.5467 3.2656
6 C 0.5622 1.0052 2.9601
7 C 1.8223 0.3975 3.2494
8 C 2.9452 1.2512 3.5067
9 C 4.2287 0.7421 3.6494
10 C 4.4489 -0.6418 3.6076
11 C 3.3547 -1.5012 3.4485
12 C 2.0737 -1.0026 3.2242
13 C -1.1213 -0.8004 3.5632
14 C -2.4547 -1.1716 3.6124
15 H -5.0044 -1.7166 3.6425
16 H -5.3863 -0.2444 4.5356
17 H -5.5035 -0.2498 2.7800
18 H -3.9264 1.8848 3.4342
19 H -1.5520 2.5617 3.1460
20 H 0.6092 2.0262 2.5660
21 H 2.7639 2.3275 3.5769
22 H 5.0682 1.4261 3.7851
23 H 5.4621 -1.0363 3.7016
24 H 3.5143 -2.5801 3.4786
25 H 1.2677 -1.6897 2.9755
26 H -0.3669 -1.5550 3.7494
27 H -2.7419 -2.2219 3.7130
28 C 0.7030 1.2341 -0.4673
29 C -0.4550 1.6415 -1.1847
30 C -1.7556 1.1344 -0.8174
31 C -2.8905 1.5057 -1.5106
32 C -2.8214 2.5071 -2.5070
33 N -4.0102 3.0894 -3.0413
34 O -3.8938 4.0154 -3.8786
35 O -5.1252 2.6694 -2.6551
36 C -1.5654 2.9951 -2.9192
37 C -0.4196 2.6140 -2.2486
38 C 2.0516 1.4345 -0.8961
39 C 2.3975 1.4723 -2.2904
40 C 3.6906 1.7021 -2.7098
41 C 4.7011 1.9624 -1.7641
42 N 5.9600 2.4572 -2.2056
43 O 6.8531 2.6907 -1.3616
44 O 6.1213 2.6552 -3.4343
45 C 4.4238 1.8190 -0.3850
46 C 3.1409 1.5378 0.0347
47 H 0.5447 0.6800 0.4631
48 H -1.8331 0.4589 0.0411
49 H -3.8644 1.0763 -1.2863
50 H -1.5353 3.6957 -3.7510
51 H 0.5188 3.0991 -2.5172
52 H 1.6242 1.3051 -3.0384
53 H 3.9511 1.7385 -3.7633
54 H 5.2467 1.9556 0.3141
55 H 2.9419 1.4039 1.1007

=====

The evaluated calculated total energy for the records listed, in turn: -65927.171 -158011.449 -49241.717 -39741.748 -63294.621 -100689.568 -75433.607 -39517.388 eV.